DFT (the ωB97M-V functional and the def2-TZVPD basis) results for C54H75AlN8O3P as an isolated structure in a non-equilibrium geometry.

Computed properties:
- largest force on an atom (Eh/bohr) = 0.03440
- total charge = -1
- HOMO level (eV) = -4.480
- molar mass (g mol⁻¹) = 942.203
- electronic energy (eV) = -91165.297
- gap between HOMO and LUMO (Eh) = 0.217

```
142
Properties=species:S:1:pos:R:3:forces:R:3
P 1.455646 5.054373 -4.012182 1.4261 0.7946 -0.6808
Al 3.081135 3.644057 -5.067641 -0.2701 -1.3130 -0.1951
O 5.880794 3.072763 -4.601766 -0.1723 -0.1817 0.1142
O 1.821185 6.521427 -4.147823 -0.4158 0.0079 0.1269
O 4.636136 6.208105 -7.119224 -0.1123 0.0520 -0.3641
N -8.338201 -4.182257 2.089061 -0.1083 -0.0602 -0.0883
N 3.358637 4.209347 -6.874322 0.0492 0.5268 0.3858
N -4.895094 -2.299353 4.759419 -0.2454 0.0601 0.1391
N 8.741764 9.454674 -7.454168 -0.0675 0.0017 -0.0368
N 7.928169 1.711424 0.530606 0.0447 -0.0275 0.0775
N 3.812468 -1.583728 1.514010 0.0915 -0.0568 0.0322
N -10.094551 -0.861116 7.576171 -0.2598 0.0634 0.1440
N -1.177994 1.583122 -3.341394 -0.0895 -0.0469 -0.0297
C -4.985525 -1.722648 5.956822 0.0942 -0.0159 -0.0187
C 2.747314 -1.064444 2.116190 -0.0988 0.0412 -0.1618
C -2.904954 -0.076079 -3.242297 -0.0135 -0.0070 -0.0266
C -10.383463 -5.621657 0.864433 -0.0256 -0.0158 -0.0140
C -9.610457 -4.733798 0.134329 -0.0147 -0.0256 0.0235
C 7.197436 0.524329 2.480124 0.0533 0.0673 0.0134
C -11.389916 0.027681 9.385761 -0.0265 -0.0095 -0.0235
C -12.488660 -0.866836 7.467953 0.0006 0.0097 0.0308
C 0.418162 -3.838347 5.648395 -0.4945 -0.0063 0.1031
C 7.646890 8.725887 -7.232801 0.1153 0.0192 0.0416
C 4.675897 -2.161829 3.675208 -0.0855 0.0178 -0.0729
C -0.955577 -3.974267 3.517418 -0.5475 0.3321 -0.2162
C 2.949279 0.073225 -3.425423 -0.0310 -0.5721 -0.7082
C -7.290795 -2.302312 4.657864 0.0296 0.0555 0.1438
C -9.091577 -5.038500 2.776323 0.0812 0.0385 0.0686
C -1.979526 -2.873089 3.228781 0.1520 -0.1654 -0.0167
C -0.857551 -4.400719 4.992073 1.0368 -0.4128 -0.6549
C -2.177985 -2.603405 1.724070 0.1407 -0.4087 0.3635
C -1.443850 1.734914 -4.637369 0.0907 0.0957 0.0433
C -8.603454 -4.043017 0.791383 0.0888 0.0596 0.0322
C 2.619889 -2.080512 -2.124416 -0.8720 0.0709 -1.2946
C 4.755956 3.705093 -3.958306 -0.0169 0.6537 -0.2800
C -2.428057 1.020741 -5.305883 -0.0239 -0.0389 0.0450
C 7.571199 10.549064 -9.235730 -0.0228 -0.0165 -0.0018
C -10.119967 -5.780239 2.215468 -0.0032 0.0112 -0.0341
C -3.171427 0.095409 -4.591475 -0.0144 -0.0134 -0.0222
C 3.191366 0.640246 -4.848841 -0.7133 0.0869 0.4642
C -6.187511 -1.408942 6.572372 -0.0040 -0.0237 -0.0547
C 4.752086 -2.119243 2.288833 -0.0204 -0.0469 -0.0370
C 8.627412 2.418296 2.711146 -0.0218 -0.0218 0.0102
C -7.368230 -1.704950 5.907440 -0.0418 -0.0263 -0.0587
C -12.565360 -0.269823 8.715581 -0.0295 0.0079 0.0154
C -6.037886 -2.578560 4.132435 0.1293 -0.0442 -0.0999
C -1.903140 0.692956 -2.669311 0.0788 0.0564 0.0374
C 6.476366 8.847233 -7.968895 -0.0821 0.0131 -0.0232
C 7.442891 3.825049 -2.838130 0.2827 -0.1936 0.0819
C -11.234008 -1.141528 6.946593 0.0982 -0.0311 -0.0627
C 7.241697 0.728230 1.108467 -0.0252 -0.0240 -0.1195
C 2.135237 -3.547375 -2.177841 0.2961 0.3085 1.3074
C 2.358907 -1.354155 -3.462580 0.6432 0.4998 1.0692
C 6.442733 9.780650 -8.990930 0.0062 0.0179 -0.0082
C 3.981329 5.229608 -7.006572 0.2209 -0.1741 0.2910
C 7.904962 1.391098 3.296892 0.0221 -0.0101 0.0184
C 1.052229 -3.810535 -1.107413 0.4463 -0.2110 -0.8257
C 6.917034 2.705873 -3.725329 0.4129 0.0065 -0.0520
C 8.604889 2.533454 1.328903 -0.0170 0.0263 -0.0881
C 2.229377 1.812349 -5.164383 0.5472 0.4020 -0.3181
C -0.370393 -3.414509 -1.543423 -0.1761 -0.2203 0.5799
C -1.100489 -2.448103 -0.594454 -0.2910 -0.2680 -0.2454
C 3.556622 -1.615708 4.284872 0.0166 -0.0050 0.0589
C -0.910770 -2.789458 0.891524 -0.3502 0.6253 -0.3747
C 2.569667 -1.054960 3.490760 0.0194 -0.0190 0.0609
C 8.688790 10.345766 -8.442569 0.0703 -0.0108 0.0491
C -10.186320 -0.285872 8.773810 0.1087 -0.0146 -0.0332
H 9.593553 10.924053 -8.602163 -0.0236 0.0256 -0.0340
H 3.453333 -1.626765 5.362823 0.0026 -0.0123 -0.0022
H -1.670913 -1.961188 3.751088 -0.0222 0.0649 -0.0259
H 3.004843 -0.169166 -5.559518 0.1379 -0.0872 -0.0453
H 7.713738 8.008416 -6.423184 -0.0624 -0.0265 -0.0184
H -2.938705 -3.166973 3.653274 0.0317 0.1821 0.0943
H -0.748480 -5.487375 4.983393 -0.2055 -0.0616 0.1885
H 2.217009 0.681135 -2.893102 0.2406 0.2911 0.1337
H 0.016127 -3.621462 3.170394 0.1414 -0.1552 0.0642
H -11.129072 -1.610610 5.973604 -0.0466 0.0060 -0.0056
H -0.827659 -1.416631 -0.821582 0.0900 0.0534 0.1597
H 1.380892 -3.288655 -0.209209 -0.1415 0.0369 0.1045
H 1.276209 -1.257795 -3.571270 -0.0485 -0.2612 -0.4471
H 4.240457 0.920281 -4.959177 0.0090 0.0965 -0.0250
H -11.178423 -6.181316 0.388244 0.0015 0.0004 -0.0005
H 8.248456 3.430686 -2.213447 0.0031 -0.0763 -0.0056
H 1.999316 -0.636226 1.456620 -0.0122 0.0227 0.0349
H -1.750084 -4.159723 5.566279 -0.0725 0.0813 -0.0339
H -0.128991 -2.142205 1.296467 0.2372 -0.3017 0.1269
H 0.166519 4.771350 -4.560367 -0.2115 -0.1352 0.6075
H -1.202142 -4.827177 2.878176 -0.0351 -0.1296 0.1240
H 6.648094 1.827988 -3.119082 -0.2702 0.1198 0.1086
H 7.746473 2.379756 -4.360192 -0.0681 -0.0591 -0.0995
H -8.852936 -5.129706 3.831346 -0.0260 -0.0317 0.0012
H 1.680106 -0.618531 3.924677 -0.0102 -0.0041 -0.0118
H -2.913615 -3.333805 1.369925 -0.0964 0.1188 -0.1599
H -2.606286 -1.608200 1.595390 -0.0220 0.0276 -0.1537
H -13.380442 -1.115008 6.909224 0.0094 -0.0080 -0.0156
H 5.548785 9.907439 -9.588650 -0.0043 -0.0058 0.0053
H -7.973048 -3.341075 0.256528 -0.0268 -0.0066 -0.0374
H 0.193236 -2.868298 6.093387 0.2740 0.0174 0.1732
H -5.941602 -3.048260 3.159720 -0.0855 -0.0127 -0.0005
H 4.604825 3.313837 -2.942286 -0.0526 -0.2363 -0.0388
H 6.699388 0.073859 0.433761 -0.0415 -0.0063 0.0440
H -3.459299 -0.788047 -2.645240 0.0198 -0.0024 0.0189
H 2.978734 -4.185288 -1.902043 0.0487 -0.1244 -0.3081
H 2.034399 -1.526019 -1.387971 0.2379 -0.0534 0.3375
H -0.833733 2.464612 -5.158066 -0.0098 -0.0291 -0.0424
H -0.971462 -4.328907 -1.562309 -0.0105 -0.0329 -0.0892
H -9.781615 -4.578594 -0.921930 0.0173 0.0113 -0.0035
H -8.179669 -2.551967 4.096668 0.0334 -0.0097 -0.0616
H 9.195395 3.117291 3.310119 0.0005 0.0155 -0.0151
H 7.870558 4.617492 -3.452708 -0.1730 0.1670 0.0168
H 1.424709 4.691511 -2.632634 -0.7121 -0.2317 -0.0726
H 6.691900 4.224026 -2.161430 -0.0956 0.1027 -0.0863
H 5.607470 -2.532729 1.763765 0.0294 -0.0257 0.0674
H 2.796573 -1.928707 -4.278847 -0.1206 -0.0354 -0.1430
H -13.525860 -0.039536 9.158443 0.0007 0.0007 -0.0010
H 3.883406 0.058209 -2.860184 -0.0074 0.0270 0.1198
H -6.197609 -0.942308 7.548683 0.0157 0.0052 0.0003
H 9.151931 3.326228 0.829638 0.0128 0.0153 0.0392
H 1.089944 -4.877268 -0.873337 -0.1977 -0.0121 0.1223
H 5.621679 8.223738 -7.744293 0.0455 -0.0466 0.0356
H 7.894716 1.267433 4.372798 -0.0039 0.0033 -0.0006
H -10.697699 -6.463236 2.823050 0.0106 0.0023 0.0165
H 3.675818 -1.997039 -1.878084 0.0363 -0.0708 0.1632
H 5.470188 -2.610905 4.256549 0.0090 -0.0070 -0.0139
H 1.354423 1.781256 -4.510043 -0.0374 -0.2068 0.0114
H 1.215211 -3.701498 4.919236 -0.0273 0.0086 -0.1110
H -8.326482 -1.471999 6.357585 0.1099 0.0020 0.0008
H 1.794288 -3.827080 -3.173896 -0.0312 -0.0184 -0.0589
H 1.864852 1.699007 -6.192535 -0.1220 0.1103 0.0067
H -2.602025 1.186448 -6.360266 0.0235 0.0126 -0.0053
H -4.039626 -1.502402 6.442414 -0.0237 0.0106 0.0351
H -9.243135 -0.066655 9.262438 -0.0246 0.0147 0.0373
H -0.614552 -3.834560 0.951049 0.2669 0.0250 0.1831
H -0.387294 -3.037673 -2.566585 0.1127 0.1585 -0.0053
H -2.169849 -2.540416 -0.814947 -0.0280 0.1775 -0.0861
H 6.619705 -0.289870 2.892526 -0.0272 0.0114 0.0014
H -11.403414 0.493464 10.361402 0.0201 0.0040 0.0010
H -3.946375 -0.483910 -5.078319 0.0030 -0.0017 -0.0009
H 0.804940 -4.533210 6.393472 -0.0693 0.2206 0.2943
H 7.585954 11.290112 -10.024264 0.0203 0.0034 0.0022
H -1.665006 0.594534 -1.615419 -0.0424 -0.0265 0.0017
H 5.010090 4.767240 -3.814172 0.0067 0.0068 0.1524
```
Forces are in eV/Å.

Results of the Mulliken charge analysis, in e, for atoms 1 through 6: number 1, P, carries 0.416; number 2, Al, carries -0.226; number 3, O, carries -0.338; number 4, O, carries -0.704; number 5, O, carries -0.612; number 6, N, carries -0.215